The following is a quantum chemistry calculation of a cluster of 2 separate species, C7H11NO2 in total in a non-equilibrium geometry, from OMol25.

The energy above the lowest of the compared OMol25 structures with the same formula, charge and spin is 556.6 kJ/mol. The HOMO energy (spin up / spin down) comes out at -0.3063 / -0.3063 Eh. The HOMO-LUMO gap (spin up / spin down) is 8.10 / 8.10 eV.

XYZ file:
```
21
Properties=species:S:1:pos:R:3:nbo_charge:R:1
C 0.069 -2.872 -1.217 -0.226
C -0.439 -1.759 -1.240 -0.035
C -2.166 1.217 0.585 0.713
C -0.453 -0.378 1.675 -0.669
C 1.659 0.680 -0.238 -0.418
C -1.217 -0.580 -1.235 -0.482
C -0.790 0.651 0.570 0.202
N 0.316 1.281 -0.079 -0.668
O -2.930 0.895 1.443 -0.554
O -2.536 2.021 -0.410 -0.671
H 0.724 -3.638 -1.129 0.222
H 0.346 -0.952 1.228 0.221
H -1.362 -0.860 1.881 0.246
H 0.020 0.010 2.664 0.224
H 2.051 1.208 -1.046 0.212
H 2.271 0.627 0.675 0.187
H 1.518 -0.348 -0.511 0.214
H -2.231 -0.684 -1.118 0.220
H -1.090 0.137 -1.975 0.199
H 0.459 2.176 0.432 0.364
H -2.001 1.698 -1.290 0.501
```